ORCA calculation (wB97M-V/def2-TZVPD) on a cluster of 2 separate species, C8H11Cl2NSi in total.

Each line ends with the natural charge from an NBO analysis.
Positions of all 23 atoms, in Å:
C 1.09 -2.91 0.63  -0.20
C 0.23 -2.40 1.62  -0.20
C 0.78 -2.42 -0.68  -0.20
C -0.78 -1.49 1.37  -0.19
C -0.24 -1.60 -0.96  -0.25
C -1.03 -1.11 0.05  -0.43
C 0.80 3.07 -1.16  -0.62
C 1.28 1.99 -0.23  -0.28
N 0.37 1.70 0.92  -0.47
Si -2.41 0.22 -0.13  1.17
Cl -3.31 0.74 -1.79  -0.35
Cl -3.83 0.02 1.31  -0.38
H 1.80 -3.77 0.77  0.23
H 0.30 -2.67 2.66  0.21
H 1.27 -2.96 -1.46  0.21
H -1.42 -1.13 2.12  0.22
H -0.38 -1.43 -2.00  0.22
H 0.77 4.00 -0.59  0.20
H 1.27 3.26 -2.10  0.22
H -0.26 2.80 -1.46  0.20
H 1.46 1.09 -0.70  0.19
H 2.12 2.44 0.35  0.20
H 0.14 2.56 1.43  0.30

energy relative to the best compared isomer or geometry (same formula, charge and spin) = 361.0 kJ/mol
total charge = 0
orbital gap (alpha / beta) = 8.98 / 6.90 eV
highest occupied orbital energy (alpha / beta) = -9.3 / -6.9 eV

***

ORCA calculation (wB97M-V/def2-TZVPD) on an isolated molecule of C8H11ClN2O2S.

Each line ends with the natural charge from an NBO analysis.
Positions of all 25 atoms, in Å:
C 2.30 0.77 1.11  -0.64
C 1.89 0.11 -0.16  0.24
C 1.91 1.19 -1.29  -0.62
O 2.77 -0.95 -0.43  -0.74
C 0.42 -0.55 -0.14  0.01
C 0.20 -1.92 -0.37  -0.23
C -1.11 -2.39 -0.27  0.04
N -2.15 -1.58 -0.10  -0.40
C -1.95 -0.27 0.12  -0.03
S -3.50 0.68 0.26  1.94
N -4.07 0.41 1.61  -1.11
O -3.25 2.04 -0.13  -0.92
Cl -4.69 -0.07 -1.22  -0.22
C -0.64 0.25 0.23  -0.24
H 3.42 0.74 1.25  0.22
H 1.97 1.72 1.23  0.21
H 2.01 0.20 1.98  0.23
H 3.01 1.69 -1.27  0.20
H 1.25 2.02 -1.16  0.22
H 1.75 0.70 -2.25  0.23
H 3.76 -0.69 -0.39  0.49
H 1.16 -2.59 -0.57  0.26
H -1.27 -3.51 -0.41  0.21
H -4.92 0.72 1.88  0.39
H -0.28 1.28 0.52  0.24

energy relative to the best compared isomer or geometry (same formula, charge and spin) = 149.8 kJ/mol
total charge = 0
orbital gap = 10.03 eV
highest occupied orbital energy = -9.9 eV

***

ORCA calculation (wB97M-V/def2-TZVPD) on a cluster of 2 separate species, C8H11ClOSi in total.

Each line ends with the natural charge from an NBO analysis.
Positions of all 22 atoms, in Å:
C -2.90 0.10 0.93  -0.19
C -2.51 0.10 -0.40  -0.19
C -2.10 0.71 1.80  -0.22
C -1.29 0.57 -0.81  -0.19
C -0.85 1.20 1.43  -0.14
C -0.39 1.07 0.09  -0.56
C 1.03 -2.28 0.44  -0.24
C 2.15 0.69 -2.09  -1.17
O 1.88 -1.42 0.97  -0.70
Si 1.38 1.29 -0.43  1.60
Cl 2.64 2.62 0.33  -0.33
H -3.81 -0.29 1.37  0.23
H -3.21 -0.35 -1.04  0.22
H -2.22 0.85 2.91  0.23
H -0.91 0.24 -1.73  0.21
H -0.16 1.77 2.13  0.22
H 1.33 -2.49 -0.62  0.11
H -0.01 -1.95 0.46  0.12
H 0.92 -3.13 1.06  0.17
H 3.03 1.28 -2.42  0.26
H 2.50 -0.37 -1.74  0.30
H 1.42 0.58 -3.01  0.26

energy relative to the best compared isomer or geometry (same formula, charge and spin) = 378.5 kJ/mol
total charge = 0
orbital gap (alpha / beta) = 7.29 / 5.82 eV
highest occupied orbital energy (alpha / beta) = -7.9 / -6.7 eV

***

ORCA calculation (wB97M-V/def2-TZVPD) on a structure of composition C8H11F6N4O16S6Y.

Each line ends with the Mulliken spin population.
Positions of all 52 atoms, in Å:
Y 0.64 0.95 -0.77  0.06
N 1.34 0.75 -2.86  0.00
S 1.30 -0.42 -3.90  0.00
O 2.44 -1.19 -4.32  0.00
O 0.23 -0.39 -4.86  0.00
F 0.67 -1.44 -2.86  0.00
S 2.45 1.67 -3.86  0.00
O 2.00 1.98 -5.23  0.00
O 3.82 1.46 -3.54  0.00
F 2.12 3.04 -3.07  0.00
N -1.50 1.35 -0.99  0.10
S -2.39 2.08 -2.31  0.30
O -2.70 3.47 -2.22  0.05
O -3.19 1.20 -3.23  0.12
F -0.94 2.12 -3.15  0.01
S -2.93 1.01 -0.47  0.17
O -3.41 -0.32 -0.76  0.02
O -3.96 2.01 -0.13  0.14
F -2.51 0.97 1.08  0.01
N 1.86 2.21 3.20  0.00
S 0.68 0.90 3.15  0.00
O 0.24 0.61 1.78  0.00
O -0.18 0.51 4.21  0.00
F 1.74 -0.27 3.43  0.00
S 1.13 2.90 4.33  0.00
O 1.55 2.58 5.76  0.00
O -0.29 3.32 4.21  0.00
F 1.87 4.34 4.22  0.00
C 3.75 -0.35 -0.12  0.00
O 2.81 0.61 0.40  0.00
H 4.19 -1.14 0.49  0.00
H 3.35 -0.84 -1.01  0.00
H 4.65 0.24 -0.29  0.00
C 0.41 3.97 0.50  0.01
O 1.45 3.02 0.53  0.00
H -0.43 3.42 0.07  0.00
H 0.16 4.46 1.44  0.00
H 0.70 4.81 -0.13  0.00
C -3.10 -5.25 0.99  0.00
C -3.14 -4.24 0.04  0.00
C -2.08 -3.29 -0.03  0.00
C -0.97 -3.39 0.77  0.00
C -0.90 -4.45 1.70  0.00
C -1.92 -5.40 1.80  0.00
N 0.15 -2.36 0.64  0.00
O 1.14 -2.29 1.28  0.00
O -0.08 -1.40 -0.11  0.00
H -3.98 -5.86 1.09  0.00
H -3.97 -4.17 -0.64  0.00
H -2.36 -2.57 -0.79  0.00
H 0.06 -4.63 2.18  0.00
H -1.99 -6.31 2.37  0.00

total charge = -3
orbital gap (alpha / beta) = 3.44 / 4.64 eV
highest occupied orbital energy (alpha / beta) = 1.7 / 0.5 eV
2S+1 = 2

***

ORCA calculation (wB97M-V/def2-TZVPD) on a structure of composition C8H11F9INO4S3.

Each line ends with the natural charge from an NBO analysis.
Positions of all 37 atoms, in Å:
F 4.82 -0.39 1.91  -0.33
C 5.43 -0.99 0.92  0.97
F 6.70 -1.13 1.28  -0.31
F 4.97 -2.18 0.77  -0.30
C 5.40 -0.21 -0.36  -0.50
C 4.04 -0.12 -1.07  -0.55
S 2.65 0.50 -0.08  0.65
C 1.85 -0.87 0.83  -0.51
C 0.59 -1.33 0.12  -0.47
C 0.75 -2.11 -1.18  -0.51
I 2.28 -3.61 -1.20  0.07
H 5.83 0.76 -0.22  0.24
H 6.06 -0.73 -1.04  0.26
H 3.79 -1.07 -1.54  0.29
H 4.15 0.59 -1.87  0.27
H 3.25 1.22 0.88  0.19
H 1.55 -0.43 1.77  0.27
H 2.56 -1.65 1.07  0.26
H -0.04 -0.48 -0.11  0.28
H 0.05 -1.94 0.83  0.26
H -0.17 -2.64 -1.33  0.26
H 0.85 -1.47 -2.04  0.22
C -3.38 0.92 2.40  0.71
F -2.24 0.65 3.06  -0.33
F -4.25 -0.06 2.67  -0.31
F -3.88 2.06 2.89  -0.31
S -3.05 1.05 0.59  2.25
O -2.55 -0.24 0.23  -0.98
O -2.12 2.13 0.47  -0.95
N -4.53 1.36 0.15  -1.21
S -4.77 1.57 -1.41  2.24
O -4.61 0.40 -2.22  -0.94
O -4.23 2.79 -1.95  -0.93
C -6.58 1.85 -1.32  0.71
F -6.87 2.92 -0.56  -0.32
F -7.21 0.79 -0.79  -0.32
F -7.08 2.07 -2.54  -0.31

energy relative to the best compared isomer or geometry (same formula, charge and spin) = 0.0 kJ/mol
total charge = 0
orbital gap = 7.39 eV
highest occupied orbital energy = -8.6 eV

***

ORCA calculation (wB97M-V/def2-TZVPD) on a cluster of 2 separate species, C8H11N in total.

Each line ends with the natural charge from an NBO analysis.
Positions of all 20 atoms, in Å:
H -2.32 0.79 -2.49  0.34
N -2.03 1.49 -1.81  -0.56
C -1.49 1.01 -0.78  0.14
C -1.06 1.88 0.26  0.05
C -0.48 2.46 1.15  -0.24
C -1.22 -0.45 -0.55  -0.23
C -1.54 -1.05 0.60  -0.36
H -0.18 3.10 1.93  0.24
H -1.13 -1.02 -1.46  0.21
H -1.68 -0.49 1.51  0.20
H -1.62 -2.12 0.67  0.21
C 1.76 -0.06 -1.15  -0.42
C 1.52 -0.09 0.15  -0.15
C 1.59 -1.31 1.00  -0.65
H 1.89 -0.97 -1.72  0.19
H 1.75 0.86 -1.71  0.20
H 1.42 0.86 0.71  0.20
H 0.75 -1.34 1.69  0.21
H 2.51 -1.31 1.60  0.22
H 1.57 -2.22 0.40  0.21

energy relative to the best compared isomer or geometry (same formula, charge and spin) = 273.0 kJ/mol
total charge = 0
orbital gap = 9.69 eV
highest occupied orbital energy = -9.3 eV

***

ORCA calculation (wB97M-V/def2-TZVPD) on an isolated molecule of C8H11N.

Each line ends with the natural charge from an NBO analysis.
Positions of all 20 atoms, in Å:
C -2.07 0.51 -0.42  -0.18
C -1.53 0.67 0.77  -0.19
C -0.17 0.00 0.87  -0.10
C 1.14 0.70 1.23  -0.22
N 1.90 0.77 -0.06  -0.63
C 1.46 -0.29 -1.01  -0.21
C 0.05 -0.60 -0.51  -0.05
C -1.15 -0.21 -1.40  -0.43
C -0.14 -1.51 0.67  -0.39
H -3.04 0.94 -0.63  0.21
H -2.05 1.22 1.56  0.21
H 1.65 0.07 1.95  0.17
H 1.01 1.70 1.66  0.21
H 2.92 0.70 0.05  0.36
H 2.18 -1.15 -1.07  0.18
H 1.43 0.14 -2.02  0.19
H -0.86 0.42 -2.25  0.22
H -1.69 -1.08 -1.81  0.22
H 0.71 -2.02 1.06  0.22
H -1.11 -1.99 0.75  0.22

energy relative to the best compared isomer or geometry (same formula, charge and spin) = 40.4 kJ/mol
total charge = 0
orbital gap = 9.57 eV
highest occupied orbital energy = -8.5 eV

***

ORCA calculation (wB97M-V/def2-TZVPD) on an isolated molecule of C8H11N.

Each line ends with the Mulliken spin population.
Positions of all 20 atoms, in Å:
C 0.06 0.01 0.36  0.70
C -1.16 0.41 0.26  0.00
C 1.28 -0.52 0.45  0.50
C 2.48 0.15 -0.14  0.10
C -2.28 1.07 0.97  0.17
C -2.43 0.42 -0.43  0.10
C 3.81 -0.55 0.15  -0.03
C -3.32 -0.83 -0.68  0.00
N 2.31 1.25 -0.68  0.42
H 1.50 -1.46 0.87  0.05
H -2.63 0.58 1.84  -0.01
H -2.35 2.14 1.23  -0.01
H -2.63 1.24 -1.20  0.00
H 3.86 -1.62 0.44  0.00
H 4.46 0.10 0.71  0.01
H 4.22 -0.41 -0.87  0.01
H -3.29 -1.49 0.23  0.00
H -2.75 -1.46 -1.41  0.00
H -4.36 -0.64 -0.96  0.00
H 3.21 1.63 -1.15  -0.01

energy relative to the best compared isomer or geometry (same formula, charge and spin) = 142.4 kJ/mol
total charge = 0
orbital gap (alpha / beta) = 6.35 / 6.88 eV
highest occupied orbital energy (alpha / beta) = -5.3 / -9.3 eV
2S+1 = 3

***

Values for molecular weight, g/mol, ordered as above
220.2 234.7 186.7 814.5 579.3 121.2 121.2 121.2
Values for strongest force on any atom, Eh/bohr, ordered as above
0.077 0.086 0.110 0.182 0.049 0.035 0.022 0.157
Values for energy, eV, ordered as above
-42885.6908 -38904.3654 -30918.9012 -129544.0084 -83215.3192 -9960.2942 -9962.7057 -9956.8189